a.
{"formula": "H14O7", "method": "ωB97M-V/def2-TZVPD", "symbols": ["O", "H", "H", "O", "H", "H", "O", "H", "H", "O", "H", "H", "O", "H", "H", "O", "H", "H", "O", "H", "H"], "positions_angstrom": [[14.900, 0.506, 0.652], [14.187, 0.523, 1.291], [14.466, 0.620, -0.194], [13.709, 0.840, 2.377], [13.218, 1.481, 1.863], [14.350, 1.361, 2.861], [11.824, -0.009, 4.378], [11.262, -0.023, 3.604], [12.695, 0.200, 4.039], [16.125, -1.891, 1.744], [16.830, -2.023, 1.110], [15.537, -2.634, 1.606], [16.379, 0.197, 2.001], [15.581, 0.489, 1.561], [16.470, -0.722, 1.748], [14.594, -2.603, 4.891], [14.250, -2.385, 4.025], [13.883, -2.384, 5.493], [14.120, -1.242, 3.097], [13.965, -0.320, 2.891], [14.520, -1.601, 2.305]], "nbo_charge": [-0.943, 0.445, 0.476, -0.875, 0.521, 0.544, -0.925, 0.459, 0.463, -0.897, 0.500, 0.489, -1.019, 0.415, 0.433, -0.975, 0.474, 0.454, -0.951, 0.454, 0.459], "homo_lumo_gap_ev": 8.443, "homo_energy_ev": -8.92}

---

b.
{"formula": "H14O7", "method": "ωB97M-V/def2-TZVPD", "symbols": ["O", "H", "H", "O", "H", "H", "O", "H", "H", "O", "H", "H", "O", "H", "H", "O", "H", "H", "O", "H", "H"], "positions_angstrom": [[-0.045, 3.227, 1.530], [0.301, 2.660, 0.840], [0.639, 3.233, 2.200], [0.364, -0.089, -0.244], [-0.458, -0.531, -0.460], [0.760, 0.109, -1.093], [4.166, -0.393, -1.557], [4.824, -0.149, -0.906], [3.648, 0.402, -1.683], [-2.837, -2.813, -2.382], [-2.287, -2.463, -3.084], [-2.487, -2.417, -1.584], [-2.159, -1.154, -0.007], [-2.877, -0.662, -0.404], [-2.419, -1.261, 0.908], [2.508, -0.623, 1.562], [2.516, -1.435, 1.056], [1.597, -0.328, 1.528], [-2.270, 1.720, 1.195], [-1.498, 2.143, 1.573], [-1.987, 0.824, 1.012]], "nbo_charge": [-0.941, 0.483, 0.479, -0.978, 0.493, 0.472, -0.936, 0.474, 0.463, -0.945, 0.464, 0.476, -0.969, 0.497, 0.496, -0.954, 0.472, 0.480, -0.965, 0.489, 0.450], "homo_lumo_gap_ev": 11.121, "smiles": "O.O.O.O.O.O.O", "homo_energy_ev": -11.13}

---

So which one wins? Going from most stable to least: b, a.

---

a.
{"formula": "H14O7", "method": "ωB97M-V/def2-TZVPD", "symbols": ["H", "H", "H", "H", "H", "H", "H", "H", "H", "H", "H", "H", "H", "H", "O", "O", "O", "O", "O", "O", "O"], "positions_angstrom": [[-0.433, -0.367, 0.982], [-0.597, -0.675, -0.637], [2.357, -1.953, -0.681], [3.040, -0.713, -0.534], [0.814, 3.291, -0.869], [0.442, 2.611, -2.228], [0.410, -3.721, -4.125], [1.701, -3.196, -3.290], [-0.082, 2.777, 0.706], [-1.547, 2.807, 0.291], [-3.313, -3.068, 2.113], [-3.108, -2.126, 1.096], [0.822, 2.159, 4.073], [-0.650, 2.658, 3.961], [-0.620, -1.082, 0.310], [3.241, -1.682, -0.676], [1.142, 3.003, -1.746], [0.844, -2.939, -3.760], [-0.715, 3.029, 0.013], [-3.720, -2.748, 1.302], [-0.028, 1.935, 3.700]], "nbo_charge": [0.481, 0.489, 0.461, 0.465, 0.480, 0.468, 0.476, 0.483, 0.480, 0.481, 0.459, 0.462, 0.477, 0.477, -0.970, -0.926, -0.957, -0.959, -0.952, -0.921, -0.954], "homo_lumo_gap_ev": 10.924, "smiles": "O.O.O.O.O.O.O", "homo_energy_ev": -11.05}

---

b.
{"formula": "H14O7", "method": "ωB97M-V/def2-TZVPD", "symbols": ["H", "H", "H", "H", "H", "H", "H", "H", "H", "H", "H", "H", "H", "H", "O", "O", "O", "O", "O", "O", "O"], "positions_angstrom": [[0.993, 2.241, 0.520], [0.433, 2.747, -0.806], [-2.980, 0.729, 0.242], [-2.176, 0.540, 1.478], [-1.971, 2.954, 2.291], [-0.992, 2.571, 1.136], [-0.697, 0.436, -0.152], [0.725, 0.173, -0.898], [0.119, -4.015, -0.522], [1.271, -3.051, -0.221], [1.065, -0.845, 0.714], [2.522, -1.270, 1.039], [0.650, -1.913, -1.939], [1.161, -0.896, -3.046], [0.577, 3.054, 0.113], [-2.538, 0.017, 0.723], [-1.684, 2.239, 1.707], [0.311, 0.527, -0.070], [0.894, -3.622, -0.979], [1.631, -1.647, 0.879], [0.685, -0.969, -2.211]], "nbo_charge": [0.502, 0.478, 0.468, 0.503, 0.485, 0.509, 0.520, 0.517, 0.475, 0.511, 0.509, 0.476, 0.523, 0.484, -0.969, -0.969, -0.996, -1.045, -0.993, -0.995, -0.993], "homo_lumo_gap_ev": 11.612, "smiles": "O.O.O.O.O.O.O", "homo_energy_ev": -11.16}

---

So which one wins? Going from most stable to least: b, a.

---

a.
{"formula": "C3H4O2", "method": "ωB97M-V/def2-TZVPD", "symbols": ["C", "C", "C", "O", "O", "H", "H", "H", "H"], "positions_angstrom": [[0.361, 0.716, 0.319], [-2.009, 0.357, -0.254], [0.847, -0.318, -0.262], [-2.287, -0.804, -0.009], [2.086, -0.943, -0.003], [0.772, 1.287, 1.144], [-2.814, 1.035, -0.611], [0.376, -0.960, -0.959], [2.669, -0.369, 0.635]], "nbo_charge": [-0.307, 0.424, 0.043, -0.484, -0.696, 0.193, 0.161, 0.193, 0.473], "homo_lumo_gap_ev": [8.631, 8.763], "homo_energy_ev": [-9.02, -9.11]}

---

b.
{"formula": "C3H4O2", "method": "ωB97M-V/def2-TZVPD", "symbols": ["C", "C", "C", "O", "O", "H", "H", "H", "H"], "positions_angstrom": [[1.600, -0.289, 0.532], [0.800, -0.835, -0.358], [-1.280, 0.215, -0.219], [1.490, 0.778, -0.197], [-0.359, -0.757, -0.900], [2.165, -0.462, 1.378], [-2.143, 0.576, -0.874], [-0.529, 1.044, 0.073], [-1.744, -0.269, 0.567]], "nbo_charge": [0.132, 0.392, -0.294, -0.583, -0.456, 0.189, 0.205, 0.232, 0.183], "homo_lumo_gap_ev": 8.691, "smiles": "COC1=CO1", "homo_energy_ev": -8.14}

---

So which one wins? Going from most stable to least: a, b.

---

a.
{"formula": "C7H13NO3", "method": "ωB97M-V/def2-TZVPD", "symbols": ["O", "O", "O", "C", "C", "C", "C", "C", "C", "C", "N", "H", "H", "H", "H", "H", "H", "H", "H", "H", "H", "H", "H", "H"], "positions_angstrom": [[0.447, -2.211, 1.257], [-1.698, -2.661, 0.740], [2.349, -1.228, -0.213], [-0.623, -2.011, 0.603], [0.267, -0.894, -1.474], [-0.668, 0.714, 1.693], [-1.059, 1.674, -0.497], [1.093, 0.805, 0.071], [1.568, -0.247, -0.932], [-0.728, -0.731, -0.293], [-0.356, 0.623, 0.248], [1.797, -1.704, 0.468], [-0.076, -0.348, -2.316], [0.370, -1.952, -1.811], [-0.251, 1.651, 2.096], [-1.728, 0.794, 1.929], [-0.249, -0.160, 2.277], [-0.793, 2.672, -0.184], [-0.795, 1.616, -1.572], [-2.171, 1.617, -0.356], [1.277, 1.822, -0.319], [1.625, 0.683, 1.018], [2.166, 0.215, -1.763], [-1.765, -0.741, -0.668]], "nbo_charge": [-0.774, -0.681, -0.762, 0.744, -0.441, -0.430, -0.410, -0.248, 0.081, -0.163, -0.232, 0.512, 0.198, 0.266, 0.212, 0.231, 0.286, 0.225, 0.231, 0.236, 0.214, 0.260, 0.199, 0.249], "homo_lumo_gap_ev": 8.749, "smiles": "C[N+]1(C)C[C@@H](O)C[C@H]1C(=O)[O-]", "homo_energy_ev": -8.70}

---

b.
{"formula": "C7H13NO3", "method": "ωB97M-V/def2-TZVPD", "symbols": ["C", "C", "C", "C", "C", "C", "C", "H", "H", "H", "H", "H", "H", "H", "H", "H", "H", "H", "H", "H", "N", "O", "O", "O"], "positions_angstrom": [[-1.016, -0.087, 1.435], [0.079, -1.089, 1.140], [0.766, -1.216, -0.391], [1.844, -0.301, -1.105], [1.146, 1.236, -1.453], [-0.098, 0.818, -0.524], [-1.266, 1.161, 0.478], [-1.873, -2.130, 1.277], [-0.544, 0.297, 2.483], [0.952, -1.163, 1.727], [-0.427, -2.129, 0.912], [0.451, -2.229, -0.847], [2.153, -0.705, -1.945], [2.581, -0.232, -0.351], [0.846, 1.149, -2.573], [1.797, 2.064, -1.165], [0.817, 2.120, 0.658], [-0.120, -0.430, -1.992], [-1.232, 2.086, 1.143], [-2.476, 0.078, -0.325], [-0.404, -0.592, -0.922], [-2.234, -0.833, 1.680], [0.815, 1.050, 0.728], [-2.556, 1.078, -0.069]], "nbo_charge": [0.033, -0.349, -0.071, -0.398, -0.415, 0.367, 0.078, 0.428, 0.206, 0.225, 0.172, 0.221, 0.196, 0.224, 0.196, 0.233, 0.482, 0.352, 0.200, 0.489, -0.666, -0.698, -0.795, -0.708], "homo_lumo_gap_ev": 9.566, "homo_energy_ev": -9.32}

---

So which one wins? Going from most stable to least: a, b.